# 1
{
  "formula": "C5H10O2",
  "method": "ωB97M-V/def2-TZVPD",
  "e_above_lowest_kcal_mol": 81.9,
  "homo_energy_ev": -9.37,
  "gap_ev": 10.388,
  "species": ["O", "O", "C", "C", "C", "C", "C", "H", "H", "H", "H", "H", "H", "H", "H", "H", "H"],
  "coordinates": [[-1.65503, 1.60722, -0.76070], [0.04926, -0.24397, 0.23170], [-0.67408, -1.16811, 1.14674], [0.54523, 1.20377, 0.02245], [-1.33037, -2.28478, 0.29905], [-0.49930, 1.43774, -1.03810], [2.00141, 1.54106, -0.54167], [-0.13513, 1.28739, -2.08174], [-0.62884, -2.66518, -0.44760], [-1.46509, -0.79180, 1.82205], [2.78521, 0.91160, -0.11862], [-2.23731, -1.95025, -0.21825], [2.30854, 2.58734, -0.30489], [0.07232, -1.63895, 1.79765], [2.09499, 1.48738, -1.64380], [0.39526, 1.82332, 0.90672], [-1.62707, -3.14378, 0.92901]],
  "forces_ev_per_angstrom": [[-0.003, 0.499, -0.439], [1.416, -0.116, -0.715], [0.285, 0.025, 0.020], [-0.234, -0.649, 0.415], [0.182, 0.283, -0.094], [-0.522, -0.002, 0.103], [-0.333, -0.569, 0.279], [-0.231, 0.133, 0.150], [-0.023, 0.106, 0.074], [0.494, 0.802, -0.550], [-0.161, -0.127, 0.039], [0.276, 0.140, 0.091], [-0.711, -0.654, 0.188], [0.064, 0.248, -0.128], [-0.404, -0.352, 0.512], [-0.321, -0.270, 0.052], [0.227, 0.504, 0.003]]
}

# 2
{
  "formula": "C30H65BN3O8",
  "method": "ωB97M-V/def2-TZVPD",
  "homo_energy_ev": -10.51,
  "charge": 1,
  "gap_ev": 7.499,
  "species": ["O", "O", "O", "O", "O", "O", "O", "O", "N", "N", "N", "C", "C", "C", "C", "C", "C", "C", "C", "C", "C", "C", "C", "C", "C", "C", "C", "C", "C", "C", "C", "C", "C", "C", "C", "C", "C", "C", "C", "C", "C", "B", "H", "H", "H", "H", "H", "H", "H", "H", "H", "H", "H", "H", "H", "H", "H", "H", "H", "H", "H", "H", "H", "H", "H", "H", "H", "H", "H", "H", "H", "H", "H", "H", "H", "H", "H", "H", "H", "H", "H", "H", "H", "H", "H", "H", "H", "H", "H", "H", "H", "H", "H", "H", "H", "H", "H", "H", "H", "H", "H", "H", "H", "H", "H", "H", "H"],
  "coordinates": [[6.68159, -6.56498, -3.65452], [6.13377, 7.47419, -3.24314], [-2.06344, 3.43740, 0.41714], [-5.45475, 1.38179, 3.70095], [1.29444, 2.45396, 2.08248], [2.62027, 4.24435, -1.70734], [-6.13349, 2.38149, -1.35809], [3.11488, -6.53753, 0.57398], [1.76778, -5.47918, -1.33760], [0.07586, -3.25600, 2.23263], [0.91008, -5.36842, 1.24064], [1.79412, 6.35246, -2.46538], [1.29164, -0.97489, 2.39130], [-4.32884, -4.14522, -0.41019], [2.72656, 5.17142, -2.50853], [-3.83412, 2.52538, 1.73412], [-6.93103, 0.64892, 5.42868], [6.61708, -8.79725, -2.80933], [0.92227, 2.88018, -0.23730], [-1.66713, 3.44669, 2.77173], [-0.07507, -1.79136, 1.88451], [0.17822, -4.08888, 0.93703], [-1.23814, -4.22077, 0.14613], [-5.79097, 2.99670, -2.36649], [1.63696, 3.06917, 1.07408], [-2.23213, -5.13723, 1.09367], [4.77549, -7.07126, -2.30853], [-4.64092, 3.96761, -2.33673], [6.55781, 6.94547, -0.95362], [-7.77463, 1.71284, 3.24288], [3.79407, 5.16866, -3.56996], [-1.47618, -6.57611, 1.27385], [6.89885, 7.56156, -2.28414], [-2.48362, 3.16141, 1.53961], [6.07914, -7.40222, -2.98464], [-6.61531, 1.25894, 4.08912], [8.21225, 8.28870, -2.39578], [-3.70470, -5.45111, 0.36640], [2.78700, 4.04008, 1.10385], [0.08241, -6.52857, 1.71870], [-6.50566, 2.80771, -3.67787], [1.90335, -5.79927, 0.13193], [1.07617, 6.21820, -1.64941], [-2.07345, -7.16073, 2.12649], [-7.31265, 2.07856, -3.54944], [3.56710, 3.71319, 0.41169], [-4.30969, 2.37819, 0.75864], [-0.71691, 3.90567, 2.47900], [5.90700, -9.52279, -3.21418], [4.50998, -6.03052, -2.52220], [1.55829, -5.13125, 2.05459], [-4.46900, 3.17884, 2.33780], [-1.03024, -1.27711, 2.36319], [-4.44191, -5.68261, 1.27335], [-3.72017, 1.55219, 2.21821], [6.80045, -8.99432, -1.75010], [-7.53941, -0.24897, 5.29385], [1.09565, 0.17732, 2.46183], [8.23455, 9.12543, -1.69306], [5.58137, 6.45423, -1.02093], [0.15729, -6.66330, 2.90251], [-7.39656, 2.13222, 2.30456], [1.57519, -1.45889, 3.44221], [0.11528, 2.15103, -0.10887], [6.50646, 7.72240, -0.18665], [2.36261, 7.26811, -2.28409], [-5.80852, 2.42918, -4.42968], [-5.99786, 0.36829, 5.92851], [-1.67245, -7.19477, 0.27917], [8.32436, 8.68125, -3.41201], [9.03649, 7.59994, -2.19389], [-1.45670, 2.51450, 3.30206], [-3.68901, -6.41108, -0.30321], [-8.33873, 2.48659, 3.76976], [4.87685, -7.19150, -1.22697], [4.39201, 4.25548, -3.48076], [-1.19295, -4.68062, -0.92683], [-4.99194, 4.96764, -2.60362], [-2.50825, -4.59040, 2.10487], [-1.68423, -3.12863, 0.03802], [-4.23168, -4.35458, -1.56327], [0.48821, 3.82854, -0.56387], [7.30844, 6.19698, -0.68755], [-6.93971, 3.75607, -4.00444], [-7.45752, 1.37530, 6.05286], [-3.86812, -3.12341, -0.06332], [0.82261, -5.13349, -1.60835], [4.45156, 6.03165, -3.43779], [-3.86083, 3.64072, -3.02888], [7.56329, -8.89212, -3.35253], [1.24398, 6.42610, -3.40688], [2.43817, -4.68930, -1.57715], [2.43599, 5.04011, 0.83696], [-8.42057, 0.86231, 3.01083], [-5.49264, -4.12704, -0.16067], [-0.13637, -1.57933, 0.71905], [0.90152, -3.44844, 0.23645], [2.19674, -1.25105, 1.66642], [-4.22097, 4.00165, -1.32591], [3.69779, -5.80135, 0.97670], [3.20696, 4.07412, 2.11467], [1.61941, 2.50165, -0.98911], [-2.20559, 4.14111, 3.42159], [0.59997, -7.51144, 1.27951], [3.33299, 5.18957, -4.56062], [3.98348, -7.72001, -2.69106], [-0.68934, -3.61214, 2.84574]],
  "forces_ev_per_angstrom": [[-0.871, -1.077, 0.945], [0.916, 0.141, 1.170], [-0.407, -0.185, 1.110], [-1.657, -0.349, 0.731], [0.430, 0.466, -0.833], [0.500, 1.506, -1.260], [0.395, 0.693, -1.195], [-1.827, 4.012, 0.172], [-0.458, 1.419, 2.669], [-0.505, -0.909, -2.009], [0.646, 0.317, 0.688], [-0.251, -0.194, 0.452], [-0.256, -1.310, 0.334], [-0.885, -0.992, -0.045], [0.125, -1.048, 0.529], [0.273, 0.099, -0.688], [0.484, -0.083, 0.135], [0.385, 0.074, -0.268], [-0.496, -0.792, 0.324], [0.389, 0.322, -0.298], [0.749, 2.300, -0.067], [-0.556, 3.416, -0.871], [-0.920, -0.188, 1.125], [-0.363, -0.697, 1.257], [-0.385, -0.566, 0.579], [-0.288, -0.452, -1.308], [0.008, 0.413, -0.102], [0.054, -0.070, 0.542], [-0.436, -0.175, -0.148], [0.332, 0.182, -0.385], [0.045, -0.411, 0.213], [-1.374, -0.066, 0.500], [-0.852, -0.058, -1.178], [0.217, 0.241, -1.186], [0.972, 1.137, -1.028], [1.353, 0.134, -0.432], [-0.089, 0.114, -0.502], [-0.340, 0.612, 1.485], [0.202, -0.089, 0.748], [-0.985, -3.521, 1.061], [-0.356, -0.362, 0.175], [2.628, -1.097, -2.352], [0.127, 0.025, -0.168], [1.527, 1.114, -1.852], [0.182, 0.166, -0.011], [-0.205, 0.227, -0.072], [0.056, 0.050, 0.158], [-0.264, -0.173, 0.121], [-0.004, -0.028, 0.227], [0.098, -0.223, -0.018], [-1.060, -0.072, -1.010], [0.134, -0.303, 0.130], [1.990, -1.364, -0.884], [1.629, 0.286, -1.957], [-0.115, 0.322, 0.156], [-0.179, -0.133, -0.054], [-0.153, 0.170, 0.088], [0.563, -2.245, -0.239], [0.140, -0.166, 0.084], [0.198, 0.091, 0.017], [-0.075, 0.718, -2.680], [-0.070, -0.107, 0.192], [-0.634, 1.345, -2.157], [0.110, 0.230, 0.131], [0.191, -0.126, 0.036], [-0.053, 0.002, -0.242], [-0.042, 0.229, -0.057], [-0.198, 0.080, -0.124], [0.808, 1.400, 2.036], [-0.050, -0.103, 0.235], [-0.020, 0.141, 0.185], [-0.106, 0.140, 0.103], [0.168, 1.959, 1.141], [-0.133, -0.199, 0.010], [-0.154, -0.205, -0.111], [-0.155, 0.167, -0.004], [0.142, 0.706, 1.985], [0.107, -0.076, -0.200], [0.929, -1.145, -2.006], [1.186, -2.307, 0.244], [-0.070, 0.918, 2.261], [0.172, -0.242, -0.090], [0.027, 0.182, 0.139], [0.184, -0.047, -0.140], [-0.156, -0.169, -0.063], [-0.868, -2.092, -0.828], [0.996, -0.322, 0.268], [-0.116, 0.053, -0.217], [-0.086, 0.185, -0.078], [-0.235, 0.055, 0.123], [0.166, 0.173, 0.012], [-0.675, -1.718, 0.011], [0.140, -0.137, -0.215], [-0.115, 0.135, 0.153], [2.569, 0.120, -0.656], [-0.117, -0.765, 2.347], [-1.434, -1.469, 1.645], [-1.986, 0.814, 1.443], [-0.029, -0.041, -0.235], [-0.849, -1.944, -0.593], [-0.150, -0.044, -0.133], [-0.151, 0.262, 0.122], [-0.066, -0.221, 0.097], [-1.085, 2.082, 1.065], [0.079, 0.209, 0.024], [0.024, -0.045, 0.232], [0.671, 0.568, -0.918]]
}

# 3
{
  "formula": "C24H49N3O8PS2",
  "method": "ωB97M-V/def2-TZVPD",
  "homo_energy_ev": -10.90,
  "charge": 1,
  "gap_ev": 7.525,
  "species": ["S", "S", "P", "O", "O", "O", "O", "O", "O", "O", "O", "N", "N", "N", "C", "C", "C", "C", "C", "C", "C", "C", "C", "C", "C", "C", "C", "C", "C", "C", "C", "C", "C", "C", "C", "C", "C", "C", "H", "H", "H", "H", "H", "H", "H", "H", "H", "H", "H", "H", "H", "H", "H", "H", "H", "H", "H", "H", "H", "H", "H", "H", "H", "H", "H", "H", "H", "H", "H", "H", "H", "H", "H", "H", "H", "H", "H", "H", "H", "H", "H", "H", "H", "H", "H", "H", "H"],
  "coordinates": [[2.47793, -0.68427, 2.64653], [3.50143, -3.06435, 1.13104], [-4.13748, -0.69511, 0.11428], [1.57566, -0.07013, -3.83909], [-4.12152, 0.51346, 1.34151], [-5.60235, -0.95575, -0.17939], [-2.58837, 1.18354, -0.92281], [-0.75022, -1.75191, -0.31231], [-3.49242, -2.07659, 0.83394], [-3.99900, 0.42376, -2.45466], [-2.57865, -2.49648, -1.95276], [1.84752, -3.42011, 3.34086], [-0.70917, -1.12781, -1.52154], [1.18329, 0.55922, -1.54140], [1.64512, 0.80158, -2.94919], [-4.73963, -0.60893, -3.11989], [4.30488, 4.54708, 0.24149], [-3.12500, -0.05214, -1.40085], [2.56559, -2.54487, 2.44492], [1.99759, -3.03937, 4.77711], [-5.42995, -1.59275, -5.51476], [0.42060, 1.03981, 1.54737], [-4.29899, -0.86509, -4.65768], [2.03341, -0.56412, -1.07071], [-0.81234, 2.76941, -1.20336], [-2.15827, -1.11330, -2.05887], [-0.26936, 0.29341, -1.57640], [-0.25562, 3.80297, -0.13282], [-1.17253, 1.27871, -0.65050], [3.55054, -5.37536, 3.62144], [1.37034, 3.79193, -0.05894], [0.81073, -2.10771, 5.33697], [-1.01278, 1.08663, 0.90661], [0.67154, -0.33949, 2.36714], [3.23530, 5.00750, 1.33620], [2.11331, -4.86176, 3.08928], [2.28809, 2.20627, -3.39336], [1.94478, 4.03098, 1.41379], [4.17849, -4.55324, 4.08981], [0.50216, -2.43071, 6.39363], [1.16810, 4.41916, 2.15407], [3.75832, 5.09337, 2.33884], [-3.35522, -1.50584, -4.73877], [5.35317, 4.97646, 0.41779], [-2.81142, -1.87835, 1.50826], [3.10674, -0.20395, -0.98047], [-4.07902, 0.16504, -5.09250], [0.09147, -1.21827, 1.94626], [3.96907, 5.01325, -0.75591], [0.46606, 1.85263, 2.35801], [0.05315, -2.30579, -0.17825], [-2.02288, -0.90584, -3.18141], [2.94718, 2.65583, -2.57738], [0.22572, -0.14410, 3.40852], [-1.95105, -2.97898, -2.52892], [-5.81964, -0.22166, -3.21582], [1.74534, -0.97283, -0.03733], [2.83046, 2.12143, -4.39418], [1.75975, 4.65676, -0.70706], [-5.59720, -2.64054, -5.10705], [3.48185, -6.29909, 4.27833], [1.33993, -5.43775, 3.71675], [-4.86111, -1.59012, -2.53989], [-6.37997, -0.98018, -5.58404], [4.12461, -5.69831, 2.67958], [-4.68447, 0.09530, 2.03911], [-0.49081, 4.84696, -0.55735], [-1.55716, 0.11413, 1.19162], [-1.62055, 1.90422, 1.43424], [3.03820, -2.63114, 5.02527], [1.44765, 2.96896, -3.56706], [-0.06307, 2.74193, -2.06360], [2.82356, 6.02782, 1.00927], [4.33198, 3.42330, 0.05314], [2.35332, 3.05493, 1.86537], [-0.18892, -1.71525, -2.21201], [-1.74581, 3.26115, -1.66028], [1.82086, 2.84781, -0.49633], [1.24015, -1.05223, 5.46926], [1.90419, -5.18595, 2.01175], [1.91984, -4.01801, 5.37348], [-0.07835, -2.03886, 4.63903], [-4.99166, -1.73974, -6.56630], [-0.58185, 0.63243, -2.63639], [2.04507, -1.47299, -1.77363], [-0.74387, 3.79064, 0.88813], [1.31366, 1.22734, 0.88323]],
  "forces_ev_per_angstrom": [[-0.813, -1.402, -0.244], [-1.211, 0.502, 1.465], [-4.423, -0.799, 2.456], [-0.482, 1.961, 3.171], [0.757, -2.397, -1.553], [3.363, 0.260, -0.194], [1.050, -1.921, -0.988], [0.703, -0.568, 1.442], [0.110, 2.339, -0.689], [1.214, -1.687, 1.597], [0.641, 2.090, -0.198], [2.589, 1.687, -1.586], [-0.553, 0.227, -1.615], [-0.114, -0.901, -1.110], [1.122, -0.257, -3.439], [-2.572, -1.199, -1.905], [-0.486, 0.711, -0.992], [-0.837, 1.275, -0.304], [-0.465, -0.869, -0.412], [-0.980, -0.623, 1.870], [1.100, -0.115, -0.199], [0.852, -0.244, 1.362], [0.021, 0.324, 0.560], [0.819, -1.327, 1.022], [-0.215, 0.810, 0.321], [0.062, -2.094, -1.718], [-0.382, 2.635, -1.160], [1.149, 0.973, -1.015], [1.205, 1.055, 0.162], [0.417, -0.207, -1.744], [-0.253, 0.549, 0.579], [1.091, 0.813, 0.455], [-0.616, -0.258, 0.542], [-1.413, 0.933, 1.131], [-0.488, -0.021, -0.288], [-0.528, -1.924, 1.200], [-0.567, 0.208, 0.651], [1.551, -0.247, 0.057], [-0.963, -1.072, -0.395], [0.310, 0.274, -1.710], [0.968, -0.289, -1.136], [-0.885, -0.039, -1.098], [-1.076, 0.862, 0.159], [-1.561, -0.833, -0.007], [-0.395, -0.068, -0.454], [-1.351, -0.469, -0.087], [-0.191, -1.332, 0.440], [1.039, 0.928, 0.316], [0.594, -0.777, 1.296], [0.015, -1.106, -1.359], [-0.300, 0.525, -0.276], [-0.286, 0.323, 1.729], [-0.822, -0.727, -1.086], [0.507, -0.502, -1.558], [-0.825, -0.067, 0.191], [1.626, -0.422, 0.360], [0.399, 1.067, -1.384], [-0.719, -0.286, 1.604], [-0.693, -1.256, 0.828], [-0.136, 1.399, -0.407], [-0.083, 1.404, -0.628], [0.901, 1.041, -0.905], [0.531, 1.527, -0.653], [1.109, -0.878, 0.193], [-0.640, 0.450, 1.498], [0.293, 0.528, -0.652], [0.094, -1.561, 0.694], [0.770, 1.409, -0.499], [0.770, -1.195, -1.057], [-1.570, -0.324, -0.533], [1.027, -1.153, 0.368], [-0.918, -0.162, 1.251], [0.820, -1.253, 0.692], [0.141, 1.362, 0.590], [-0.771, 1.241, -0.717], [-0.006, 0.672, 0.464], [1.080, -1.269, 0.793], [-0.737, 1.029, 0.546], [-0.769, -1.359, -0.300], [0.536, 0.932, 1.513], [0.185, 1.335, -1.050], [1.075, -0.380, 0.898], [-0.829, 0.302, 1.451], [0.095, -0.829, 1.550], [-0.031, 1.266, 0.673], [0.573, -0.363, -1.236], [-1.320, -0.198, 0.401]]
}

# 4
{
  "formula": "C8H12NOP",
  "method": "ωB97M-V/def2-TZVPD",
  "e_above_lowest_kcal_mol": 55.2,
  "homo_energy_ev": -9.12,
  "gap_ev": 9.915,
  "species": ["P", "O", "N", "C", "C", "C", "C", "C", "C", "C", "C", "H", "H", "H", "H", "H", "H", "H", "H", "H", "H", "H", "H"],
  "coordinates": [[-0.01332, 0.97374, 2.82028], [0.85174, 2.62733, -0.42639], [-0.15147, 1.08838, 1.12207], [-1.11562, -0.46296, -2.02398], [0.13170, 0.18215, -0.02306], [1.26174, -0.82652, 0.13000], [2.56510, -0.19857, 0.60588], [-1.16119, -0.56887, -3.31273], [0.43079, 1.61726, 0.03448], [-2.22145, -0.80232, 0.15382], [-1.09068, -0.34492, -0.72794], [-1.99668, -1.78818, 0.56283], [-0.81918, -1.45692, -3.81993], [-1.54489, 0.22335, -3.93642], [3.33349, -0.96193, 0.70160], [0.93960, -1.59127, 0.84475], [0.61503, 2.21563, 2.97911], [1.41006, -1.30800, -0.83884], [-3.14966, -0.86045, -0.40861], [-1.27471, 1.52533, 3.09551], [2.90925, 0.55479, -0.10085], [-2.34438, -0.11092, 0.98670], [2.43475, 0.27385, 1.58172]],
  "forces_ev_per_angstrom": [[-0.069, -0.086, 0.170], [0.368, 0.482, -0.153], [-0.058, 0.032, -0.179], [-0.015, 0.190, 0.370], [0.289, -0.839, -0.464], [0.043, 0.224, 0.057], [-0.114, -0.068, 0.016], [-0.002, -0.058, -0.398], [-0.433, 0.017, -0.013], [0.034, -0.046, -0.091], [-0.043, 0.033, 0.184], [-0.049, -0.056, 0.088], [0.080, -0.198, -0.033], [-0.055, 0.187, -0.027], [0.087, 0.000, 0.049], [-0.039, -0.086, -0.112], [0.245, 0.216, 0.151], [-0.066, -0.032, 0.068], [-0.044, -0.038, 0.045], [-0.243, 0.041, 0.283], [0.060, 0.051, 0.007], [-0.102, 0.030, -0.005], [0.126, 0.004, -0.014]]
}